# 1
DFT (ωB97M-V/def2-TZVPD) results for C28H48Br12F12Fe2O8 as an isolated structure at a distorted geometry.

Computed properties:
- E_HOMO (spin up / spin down): -0.35091 / -0.31982 Eh
- Spin multiplicity: 9
- ⟨S²⟩: 20.017

Positions of all 110 atoms, in Å:
Fe -2.055 0.211 3.152
Fe 0.652 1.188 1.596
C 1.817 3.473 0.730
O 0.417 3.135 0.722
O 2.346 2.356 1.341
C 2.299 3.842 -0.683
F 1.910 5.099 -1.047
F 3.609 3.716 -0.931
F 1.634 3.003 -1.560
C -0.537 4.137 0.440
C -1.913 3.707 0.962
H -2.029 4.015 1.999
H -2.688 4.186 0.366
H -2.006 2.636 0.783
H -0.619 4.397 -0.620
H -0.304 5.094 0.924
H 1.890 4.350 1.383
C -0.881 -0.459 -0.047
O 0.539 -0.121 -0.060
O -1.217 0.044 1.181
C -1.503 0.177 -1.306
F -0.599 0.416 -2.281
F -2.471 -0.604 -1.803
F -2.006 1.401 -1.049
C 1.402 -0.926 -0.893
C 2.439 0.023 -1.481
H 1.929 0.850 -1.974
H 3.028 0.522 -0.704
H 3.198 -0.476 -2.076
H 0.954 -1.521 -1.680
H 1.977 -1.547 -0.199
H -0.948 -1.545 0.047
C -2.597 -2.185 4.327
O -3.071 -1.727 3.039
O -1.866 -1.123 4.733
C -3.680 -2.633 5.343
F -3.265 -2.882 6.580
F -4.671 -1.716 5.428
F -4.218 -3.790 4.863
C -4.160 -2.337 2.348
C -3.799 -2.386 0.860
H -3.878 -1.410 0.384
H -2.898 -2.968 0.678
H -4.599 -2.965 0.380
H -5.093 -1.793 2.518
H -4.422 -3.359 2.624
H -1.988 -3.067 4.092
C -0.472 2.060 4.647
O -1.907 2.112 4.622
O -0.210 1.366 3.519
C 0.167 3.431 4.980
F -0.111 4.487 4.226
F -0.027 3.681 6.281
F 1.510 3.224 4.837
C -2.617 2.313 5.847
C -4.037 1.832 5.601
H -4.483 2.247 4.699
H -3.991 0.745 5.465
H -4.676 1.979 6.471
H -2.697 3.370 6.112
H -2.143 1.741 6.646
H -0.209 1.433 5.508
Br 5.953 1.743 -4.084
C 4.194 1.149 -4.708
C 3.183 2.249 -4.895
Br 3.375 3.161 -6.653
H 3.878 0.451 -3.941
H 4.433 0.607 -5.617
H 3.199 3.066 -4.184
H 2.189 1.805 -4.923
Br 6.020 -5.974 -4.436
C 4.277 -5.084 -4.410
C 4.250 -3.987 -3.370
Br 2.553 -2.966 -3.422
H 3.465 -5.798 -4.310
H 4.176 -4.665 -5.409
H 5.045 -3.259 -3.498
H 4.353 -4.367 -2.356
Br 2.461 -0.749 3.146
C 4.221 0.089 3.154
C 4.833 0.000 1.764
Br 5.159 -1.860 1.199
H 4.875 -0.407 3.861
H 4.104 1.167 3.265
H 5.776 0.545 1.794
H 4.221 0.384 0.957
Br -1.074 2.882 -7.160
C -1.810 3.914 -5.661
C -2.831 3.080 -4.927
Br -3.489 4.157 -3.382
H -2.171 4.900 -5.936
H -0.949 4.093 -5.020
H -2.592 2.105 -4.519
H -3.737 2.937 -5.514
Br -2.232 -2.519 -7.170
C -1.866 -1.795 -5.353
C -0.479 -2.088 -4.885
Br 0.775 -0.589 -5.389
H -2.619 -2.271 -4.729
H -2.090 -0.732 -5.381
H -0.105 -2.967 -5.403
H -0.411 -2.286 -3.818
Br 0.217 -3.431 1.810
C 0.063 -5.195 0.969
C -0.556 -6.136 1.998
Br -2.505 -5.909 2.280
H 1.048 -5.585 0.711
H -0.485 -5.208 0.029
H -0.071 -5.951 2.951
H -0.380 -7.163 1.687

Cartesian forces (eV/Å) of the 6 atoms listed first:
Fe 1.7544 -0.6156 0.7571
Fe 0.4865 0.4554 0.6009
C 0.1197 -1.1782 2.5201
O -0.3871 0.6318 -0.8394
O -0.0432 0.4249 -1.2098
C -0.9839 -0.7575 -1.4516

***

# 2
DFT (ωB97M-V/def2-TZVPD) results for C28H48Cl2F3N3OS as an isolated structure at a distorted geometry.

Computed properties:
- E_HOMO: -0.32577 Eh

Positions of all 86 atoms, in Å:
C -4.821 2.095 2.037
C -3.671 1.178 1.684
Cl -4.036 -0.484 2.236
C -3.261 1.118 0.184
Cl -4.234 2.171 -0.877
C -1.772 1.267 -0.041
C -1.180 0.140 -0.680
C 0.170 -0.031 -0.922
C 0.639 -1.276 -1.650
C 2.079 -1.705 -1.431
C 2.362 -2.132 0.015
C 3.794 -1.864 0.451
N 4.765 -2.771 -0.151
C 1.012 1.015 -0.442
N 2.362 1.084 -0.499
S 2.768 2.444 0.215
N 1.355 3.038 0.618
C 0.429 2.140 0.190
C -0.978 2.327 0.362
C -1.420 3.610 1.013
C -1.706 4.861 0.127
O -3.079 5.169 0.002
C -1.139 4.853 -1.282
F -1.684 3.938 -2.070
F -1.360 6.057 -1.850
F 0.173 4.662 -1.273
H -4.593 3.117 1.759
H -5.741 1.777 1.559
H -4.985 2.044 3.111
H -2.807 1.476 2.265
H -3.518 0.120 -0.135
H -1.847 -0.652 -0.989
H -0.004 -2.085 -1.305
H 0.416 -1.160 -2.709
H 2.788 -0.957 -1.764
H 2.253 -2.567 -2.075
H 2.219 -3.213 0.070
H 1.644 -1.702 0.712
H 3.834 -1.980 1.537
H 4.074 -0.835 0.240
H 5.327 -2.332 -0.860
H 4.344 -3.616 -0.501
H -0.608 3.903 1.671
H -2.288 3.474 1.647
H -1.218 5.709 0.607
H -3.375 5.469 0.865
C -6.224 -7.293 2.879
C -7.288 -6.205 2.991
C -7.825 -5.736 1.640
C -6.782 -5.106 0.716
C -6.047 -3.902 1.304
C -6.965 -2.729 1.637
H -5.340 -6.940 2.345
H -5.900 -7.620 3.868
H -6.614 -8.165 2.350
H -6.885 -5.357 3.552
H -8.124 -6.589 3.581
H -8.639 -5.026 1.810
H -8.275 -6.589 1.123
H -7.279 -4.800 -0.210
H -6.047 -5.861 0.426
H -5.299 -3.568 0.580
H -5.493 -4.198 2.199
H -7.503 -2.393 0.748
H -6.382 -1.888 2.014
H -7.699 -2.994 2.399
C 8.838 4.832 -2.068
C 9.112 3.338 -1.924
C 8.338 2.478 -2.921
C 6.816 2.564 -2.800
C 6.259 2.197 -1.426
C 6.553 0.756 -1.015
H 7.791 5.071 -1.875
H 9.440 5.405 -1.362
H 9.084 5.177 -3.074
H 8.890 3.023 -0.901
H 10.181 3.159 -2.071
H 8.655 1.437 -2.812
H 8.621 2.771 -3.937
H 6.370 1.904 -3.550
H 6.485 3.574 -3.057
H 5.176 2.338 -1.446
H 6.645 2.881 -0.665
H 6.143 0.055 -1.745
H 6.104 0.532 -0.045
H 7.624 0.570 -0.929

Cartesian forces (eV/Å) of the 6 atoms listed first:
C -0.1153 -0.3543 0.2991
C 0.0597 0.5697 -0.2042
Cl 0.0409 -0.1878 0.0916
C 0.0292 -0.1499 0.3802
Cl 0.0241 0.2113 -0.0805
C 0.3933 0.2890 0.0118

***

The calculation returns the following relative energy (zero: lowest compared OMol25 entry of this formula, charge and spin) values, one per record and in order: 26.1, 0.0 kJ/mol.